No. 1
A cluster of 3 separate species, C27H47Cl3I2N3O2 in total. Source: the OMol25 dataset; level of theory: wB97M-V/def2-TZVPD.

Last column: Mulliken charge in e.
Positions of all 84 atoms, in Å:
H  2.070  -2.769  6.166  -0.40
H  0.202  -1.235  -10.547  0.37
C  -0.047  0.341  3.039  0.21
C  0.648  -0.200  4.374  -0.74
H  -1.465  0.857  -7.822  0.24
H  3.015  -4.748  10.928  0.39
C  0.057  -0.955  -9.501  -0.94
Cl  3.021  -0.967  -0.223  -0.17
H  -4.480  5.139  -1.473  0.34
O  -2.488  5.209  -2.375  -0.31
C  0.330  -0.727  -6.245  -0.67
C  -3.767  3.022  -2.138  -0.81
H  0.101  0.293  5.267  0.32
C  -2.245  6.432  -1.627  0.67
C  -1.585  0.373  0.979  0.14
C  3.633  -4.136  6.678  -1.09
H  1.698  0.508  -3.008  0.02
H  1.165  -4.262  9.266  0.34
N  -3.485  2.030  0.243  0.02
H  4.489  -3.506  6.928  0.23
H  -1.618  -1.336  -5.609  0.36
C  -0.993  6.643  -0.660  -0.78
H  0.669  -1.340  4.466  0.13
C  -1.709  1.217  -1.542  0.34
H  0.990  -1.179  -8.983  0.28
C  -2.959  2.050  -1.124  0.02
C  -3.270  0.332  -8.853  -1.48
H  -4.103  -0.372  -8.782  0.34
H  -1.896  -1.807  -9.681  0.40
H  0.202  0.342  -6.429  0.23
H  -3.298  1.289  2.329  0.40
H  -0.107  0.124  -9.472  0.24
Cl  -1.122  1.307  -3.251  -0.03
C  3.122  -1.643  8.449  -0.41
H  -3.065  4.474  -0.500  0.27
C  3.207  -4.375  9.917  -0.96
H  3.734  -5.085  7.205  0.29
C  -1.114  -1.745  -8.917  -0.70
H  -4.904  2.853  -2.010  0.33
H  0.656  -0.841  -5.206  0.13
H  3.471  -1.029  6.383  0.26
H  3.804  0.210  7.586  0.47
C  1.698  0.244  -0.694  0.60
C  -0.959  -1.518  -6.467  -0.73
H  -4.298  2.607  0.498  0.37
N  2.175  -2.735  8.245  0.11
C  0.313  -0.563  -0.732  -0.26
C  -3.517  4.533  -1.565  -0.31
H  -0.801  -2.785  -8.773  0.33
H  -2.780  0.311  -6.790  0.34
H  4.145  -2.013  8.587  0.25
H  1.671  -2.928  10.253  0.40
H  -0.011  6.238  -1.086  0.30
I  0.500  2.399  2.465  0.03
C  -0.984  0.338  -0.454  0.26
H  -3.424  2.915  -3.219  0.32
H  -1.151  6.145  0.371  0.21
H  3.258  0.909  -2.131  0.41
H  4.119  -3.776  9.961  0.27
I  -1.561  -2.423  2.801  0.17
H  1.689  1.046  0.140  -0.11
H  2.854  -1.115  9.371  0.44
H  -2.814  0.238  -9.841  0.31
H  1.876  2.108  -2.029  0.22
H  3.695  -4.360  5.609  0.42
C  2.104  0.983  -2.056  -0.76
H  2.128  -0.183  7.182  0.21
H  -0.726  -2.588  -6.415  0.30
H  1.501  -4.213  6.922  0.41
H  1.143  -1.092  -6.870  0.31
N  -1.720  -1.249  -7.684  0.10
H  -0.853  7.762  -0.448  0.31
C  2.001  -3.573  9.430  -0.67
C  3.125  -0.608  7.331  -1.22
H  3.394  -5.246  9.291  0.22
C  -2.260  0.106  -7.733  -0.20
C  -2.859  1.246  1.274  -0.32
C  2.296  -3.462  6.984  0.04
H  0.358  -1.314  0.148  0.37
H  1.731  0.174  4.392  0.37
H  -3.679  1.344  -8.782  0.43
Cl  0.128  -1.646  -2.231  -0.05
C  -0.988  -0.400  2.247  -0.98
O  -3.083  7.359  -1.725  -0.51

- Lowest unoccupied orbital energy: -4.942 eV
- HOMO-LUMO gap: 4.8 eV
- Net charge: +1
- 2S+1: 1


No. 2
A structure of composition C27H47CrF6N2O17. Source: the OMol25 dataset; level of theory: wB97M-V/def2-TZVPD.

Last column: Mulliken charge in e.
Positions of all 100 atoms, in Å:
C  2.964  -4.362  4.913  0.38
H  0.821  -4.096  7.446  0.35
H  2.403  2.850  -1.385  0.22
O  0.411  0.332  1.487  -0.35
F  1.212  -1.894  -5.722  -0.23
H  0.202  7.802  -1.105  0.28
C  1.793  -2.047  -6.860  0.84
H  5.418  -4.825  -1.820  0.26
C  4.721  1.309  2.929  -0.58
H  0.550  -2.071  -0.938  0.37
H  0.600  -3.398  5.096  0.21
C  0.753  -3.074  7.071  -1.28
H  -1.573  -5.304  0.191  0.24
C  -9.858  -0.786  -0.428  0.79
H  -12.033  0.702  0.092  0.31
C  4.299  0.448  -8.352  -0.25
H  4.260  0.621  2.221  0.24
H  4.853  -4.949  -3.523  0.26
C  5.344  5.836  1.285  -0.48
H  4.292  0.813  -9.379  0.35
C  3.932  -6.160  -2.127  0.26
H  -1.525  -0.868  -1.105  0.37
O  5.330  2.434  2.203  -0.30
C  4.762  3.623  2.129  0.82
H  -5.768  4.994  0.328  0.23
O  -11.008  -1.200  0.081  -0.30
H  2.776  2.485  -3.011  0.31
H  1.601  -0.683  -0.503  0.29
F  5.228  -3.438  4.744  -0.25
H  -3.550  0.741  3.485  0.21
C  1.272  7.599  -1.062  -0.61
H  -7.122  -2.595  -0.285  0.24
O  2.155  4.521  -2.512  -0.31
H  -12.606  -0.496  -1.077  0.28
C  -4.837  4.591  0.728  -0.65
O  3.973  -1.311  -6.112  -0.56
O  3.635  3.937  2.490  -0.61
H  -0.509  -1.534  1.382  0.16
C  -1.280  -0.380  -0.162  -1.19
H  1.176  -1.699  5.553  0.26
C  -1.180  -5.921  0.999  -0.57
O  5.640  4.420  1.495  -0.31
C  -4.461  2.837  2.257  0.79
C  2.100  3.088  -2.404  -0.60
H  5.235  -0.057  -8.114  0.31
Cr  0.134  3.697  2.670  1.02
O  -3.278  3.096  2.453  -0.61
H  -4.392  5.406  1.299  0.29
O  -5.326  3.520  1.485  -0.27
O  0.830  4.736  -0.731  -0.52
H  -4.523  1.437  4.842  0.28
H  3.935  1.740  3.549  0.28
H  1.710  -2.065  0.457  0.32
N  -2.828  -7.952  1.406  -0.31
H  -7.096  -0.832  0.086  0.21
F  4.898  -5.589  5.198  -0.23
H  1.130  -2.440  7.874  0.33
H  -1.084  -5.345  1.919  0.16
C  4.229  1.760  -7.566  -1.06
H  5.046  2.286  -8.061  0.36
H  4.336  6.007  0.908  0.11
H  3.883  -3.995  -2.398  0.21
C  -4.548  0.968  3.859  -0.57
H  -7.439  -1.426  -1.516  0.32
H  6.053  6.357  0.641  0.26
C  -0.073  -0.783  0.724  0.75
C  1.267  -2.776  5.694  0.05
C  -7.600  -1.631  -0.458  -0.58
H  5.460  0.776  3.527  0.25
C  -2.098  -7.092  1.206  0.21
C  -12.197  -0.363  -0.075  -0.63
C  3.056  -1.156  -6.962  0.39
H  -2.146  -0.523  0.484  0.28
C  0.982  -1.494  -0.121  -1.29
H  5.368  6.277  2.281  0.31
H  -0.186  -6.209  0.656  0.28
F  1.009  -1.603  -7.807  -0.24
H  3.311  2.306  -7.781  0.30
H  -5.041  0.008  4.010  0.27
H  -1.176  0.656  -0.486  0.29
O  2.645  -3.192  5.570  -0.28
O  -5.157  1.898  2.880  -0.30
N  3.482  -7.157  -1.762  -0.37
F  2.132  -3.362  -7.057  -0.24
O  -8.917  -1.637  -0.011  -0.30
H  1.600  7.240  -0.086  0.24
F  4.519  -4.779  3.252  -0.24
C  4.415  -4.541  4.533  0.83
H  1.097  2.732  -2.637  0.28
C  4.551  -4.853  -2.480  -0.61
O  3.142  -0.340  -8.102  -0.27
O  1.694  6.549  -1.985  -0.31
O  2.185  -5.294  4.662  -0.51
H  -12.895  -0.688  0.697  0.24
C  1.454  5.240  -1.608  0.74
H  4.419  1.582  -6.507  0.32
H  -4.119  4.227  -0.006  0.30
O  -9.655  0.206  -1.116  -0.58
H  -0.334  -2.996  7.088  0.37
H  1.736  8.574  -1.207  0.27

- Lowest unoccupied orbital energy (alpha / beta): -4.773 / -4.901 eV
- HOMO-LUMO gap (alpha / beta): 7.2 / 6.1 eV
- Net charge: +1
- 2S+1: 5


No. 3
A cluster of 3 separate species, C27H47F11NO16P3 in total. Source: the OMol25 dataset; level of theory: wB97M-V/def2-TZVPD.

Last column: Mulliken charge in e.
Positions of all 105 atoms, in Å:
F  -5.343  -2.732  1.097  -0.25
C  -2.166  -0.469  2.722  -1.14
O  -0.224  -4.753  0.407  -0.64
H  -3.959  -5.835  -1.232  0.36
O  -1.844  3.593  0.225  -0.31
F  2.882  4.109  0.930  -0.27
P  -3.360  2.349  -2.645  0.60
H  -2.105  -7.966  1.371  0.31
C  -1.682  -8.174  0.386  -0.67
H  3.314  -0.583  -2.058  0.26
H  11.070  2.322  2.858  0.31
H  0.570  -0.773  -0.961  0.46
H  -1.757  2.308  -4.066  0.39
P  -1.276  -5.610  -0.156  0.72
H  -5.722  0.523  -1.668  0.51
P  8.250  2.636  2.133  1.01
C  10.588  3.221  3.245  -0.65
C  -2.862  1.754  -0.936  1.18
C  -6.059  0.070  0.408  -1.35
H  -3.011  1.189  1.718  0.31
H  10.364  2.692  0.050  0.28
O  9.172  3.005  3.426  -0.30
C  -0.819  0.644  -1.765  -2.52
H  -1.821  -4.043  -2.905  0.27
C  2.632  2.810  1.109  1.24
F  2.554  2.546  2.422  -0.30
H  2.149  -3.006  -0.703  0.22
H  -3.610  0.080  0.271  0.68
F  -6.306  -3.478  -0.683  -0.32
H  -4.579  1.424  -4.112  0.36
C  9.389  3.101  -0.215  -0.65
F  0.855  4.567  -1.012  -0.32
C  -5.324  0.850  -0.711  -0.73
H  3.841  -2.498  -0.340  0.40
H  -0.385  -3.795  -1.883  0.00
H  -5.576  1.896  -0.586  0.81
C  -0.920  -4.512  -2.504  -0.34
F  3.701  2.141  0.662  -0.27
O  8.341  2.429  0.510  -0.30
O  -0.747  -7.143  0.002  -0.35
C  2.956  -1.609  -2.148  -0.30
C  -0.700  2.866  -0.267  1.81
O  -2.634  -4.704  -0.053  0.12
C  -3.803  0.572  -0.673  -2.54
H  -0.281  -4.813  -3.330  0.28
H  -1.523  1.546  2.562  0.73
O  -4.038  3.483  0.419  -0.51
H  0.430  3.949  1.239  0.67
H  -0.935  0.335  4.279  0.30
H  -1.470  -0.227  -1.831  0.95
O  7.630  4.130  2.053  -0.35
H  -5.406  -0.187  1.240  0.30
H  2.457  -1.430  -0.074  0.14
H  -0.170  0.426  0.887  0.76
F  -7.636  -1.581  0.883  -0.33
H  -0.059  -0.731  3.146  0.23
C  -6.711  -1.215  -0.058  1.00
H  11.013  3.457  4.216  0.24
F  -1.092  4.659  -1.824  -0.26
H  -5.333  3.150  -2.923  0.26
C  -1.998  0.836  1.889  -0.68
C  -1.363  1.518  -0.587  4.44
O  -2.175  2.983  -3.512  -0.62
O  0.950  -0.387  -2.944  -0.38
O  -3.910  1.095  -3.501  -0.53
O  1.564  2.366  0.420  -0.58
H  -4.159  -6.020  0.534  0.31
C  1.625  -1.579  -2.849  0.44
H  -6.862  0.699  0.783  0.43
F  -4.671  -2.114  -0.908  -0.17
C  -1.218  0.517  0.600  -3.54
H  9.214  2.936  -1.275  0.25
H  3.659  -2.155  -2.770  0.43
O  1.145  -2.544  -3.356  -0.55
H  6.235  4.605  0.602  0.30
C  2.876  -2.195  -0.726  -0.84
H  10.769  4.059  2.567  0.31
C  -5.719  -2.396  -0.136  0.35
C  -3.925  -5.320  -0.269  0.14
C  0.592  0.095  -1.614  -0.27
H  -0.852  1.121  -2.736  0.10
H  -2.037  -1.629  4.926  0.35
H  5.718  3.334  1.728  0.24
F  -7.384  -1.114  -1.223  -0.32
H  5.800  5.019  2.268  0.29
H  -1.138  -9.113  0.430  0.25
H  -3.077  -0.399  3.319  0.82
H  9.371  4.175  -0.016  0.33
N  -4.459  3.423  -2.497  -0.86
C  -0.165  3.792  -1.440  0.69
O  7.301  1.612  2.582  -0.69
H  -2.485  -8.265  -0.349  0.31
H  -3.574  -0.170  -1.433  0.55
O  -1.271  -5.690  -1.771  -0.39
C  -0.990  -0.588  3.691  -0.59
H  1.330  0.840  -1.334  0.07
O  -1.136  -1.677  4.592  -0.56
H  0.015  2.364  1.721  0.36
F  0.316  3.113  -2.485  -0.17
C  0.316  2.940  0.853  -2.35
H  -4.650  -4.515  -0.268  -0.55
H  -1.511  -0.473  0.263  1.01
H  -2.187  -1.353  2.087  0.20
C  -3.060  3.023  -0.055  -0.19
C  6.272  4.267  1.640  -0.65

- Structure (SMILES): CCC(=O)OCC[C@@]1(CCCCO)[C@@](COC(F)(F)F)(C(F)(F)F)OC(=O)[C@@]1(CCCC(F)(F)C(F)(F)F)P(=N)(O)O.COP(=O)(OC)OC.COP(=O)(OC)OC
- Lowest unoccupied orbital energy: 0.247 eV
- HOMO-LUMO gap: 9.4 eV
- Net charge: 0
- 2S+1: 1


No. 4
A cluster of 5 separate species, C27H48ClN2O10S5 in total. Source: the OMol25 dataset; level of theory: wB97M-V/def2-TZVPD.

Last column: Mulliken charge in e.
Positions of all 93 atoms, in Å:
S  5.267  -2.052  1.923  -0.26
H  -4.746  -2.057  -0.917  0.24
H  -8.226  0.536  -3.967  0.32
H  1.740  3.311  1.204  0.45
H  4.061  -6.972  0.206  0.33
O  -0.731  0.748  1.362  -0.63
C  2.075  0.229  2.048  -0.72
N  2.928  -0.802  2.032  0.09
C  -6.261  -3.041  0.334  -0.60
H  -5.708  -2.742  1.227  0.27
H  10.150  2.664  0.695  0.39
C  -3.362  1.254  -1.251  0.35
O  7.959  -4.639  -0.288  -0.67
O  5.466  3.598  1.172  -0.18
H  9.870  0.891  2.521  0.31
C  6.044  -7.641  0.834  -0.58
C  4.239  -0.620  1.934  -0.05
H  -10.508  3.647  -6.070  0.40
H  5.316  -4.671  -0.589  0.38
H  -9.381  1.341  -2.881  0.32
C  -3.504  2.368  -0.212  -0.82
N  6.163  4.592  1.902  -0.33
S  -6.620  -0.616  -0.589  0.97
H  -4.196  0.557  -1.149  -0.62
C  7.439  -7.053  0.649  -0.69
H  -9.702  4.084  -3.799  0.32
H  -2.705  2.479  1.821  0.52
C  5.458  -5.304  0.284  -0.45
C  4.750  0.675  1.878  0.93
C  -7.942  -1.232  0.456  -0.69
O  7.296  -4.874  2.131  -0.62
Cl  6.457  0.859  1.745  -0.20
H  -8.899  -0.959  0.017  0.34
H  -8.388  4.670  -4.822  0.34
H  8.146  -7.369  1.414  0.40
C  -5.824  -2.193  -0.857  -0.58
H  -6.072  -4.099  0.159  0.40
H  -1.190  1.165  -1.214  0.37
C  2.508  1.517  2.000  0.49
H  7.836  4.796  3.124  0.41
H  -8.324  -3.231  -0.274  0.31
H  5.753  -7.587  1.886  0.29
H  10.573  2.410  3.012  0.37
H  4.883  -4.916  1.123  0.26
H  -3.365  1.644  -2.268  0.47
O  -5.750  0.209  0.217  -0.58
H  -7.838  -0.769  1.435  0.36
H  7.909  3.904  0.324  0.25
C  1.472  2.624  2.021  -1.23
O  3.765  4.026  2.587  -0.45
H  -2.795  3.169  -0.436  0.41
H  -7.662  3.007  -2.938  0.25
H  6.426  -1.741  1.297  0.24
H  5.272  -6.979  -1.068  0.32
H  -7.170  2.556  -4.566  0.30
H  6.008  -8.685  0.528  0.35
C  -2.046  0.550  -0.931  -0.90
H  -8.124  -3.148  1.471  0.34
H  -1.961  -0.438  -1.378  0.50
H  -8.917  2.997  -6.553  0.35
H  -4.502  2.802  -0.221  0.32
O  -9.740  0.521  -6.156  -0.68
C  5.109  -6.768  -0.010  -0.73
O  -7.170  -0.145  -1.835  -0.59
H  1.012  0.014  2.116  0.80
O  -11.379  1.562  -4.553  -0.66
S  -10.067  1.492  -5.143  1.18
H  8.875  2.028  3.416  0.30
C  -8.848  1.414  -3.826  -0.52
H  -6.206  -2.601  -1.793  0.42
C  8.465  3.856  1.271  -0.42
H  2.581  -1.755  2.091  0.30
C  -8.947  3.782  -4.529  -0.62
C  -3.182  1.760  1.158  -0.66
H  1.524  3.209  2.941  0.38
C  -9.618  3.122  -5.729  -0.72
H  6.322  5.409  1.325  0.24
H  8.665  1.764  0.663  0.34
C  4.360  3.217  1.920  0.21
C  -8.036  2.709  -3.918  -0.56
H  7.833  -7.277  -0.342  0.34
H  7.164  3.139  2.945  0.23
H  9.183  4.684  1.248  0.40
S  7.196  -5.285  0.750  1.12
C  9.645  1.962  2.641  -1.15
C  3.896  1.774  1.929  -0.02
H  -4.071  1.350  1.633  0.29
C  7.433  4.058  2.425  -0.65
C  9.221  2.497  1.260  -0.58
O  -2.694  -0.834  1.208  -0.66
C  -7.755  -2.752  0.526  -0.61
H  0.470  2.239  1.782  0.16
S  -2.053  0.404  0.849  0.91

- Lowest unoccupied orbital energy: -4.353 eV
- HOMO-LUMO gap: 7.0 eV
- Net charge: +1
- 2S+1: 1


| no. | E_tot (Ha) | F_max (Eh/bohr) |
| --- | --- | --- |
| 1 | -3347.19417 | 0.094 |
| 2 | -4088.68850 | 0.102 |
| 3 | -4438.33877 | 0.099 |
| 4 | -4370.30744 | 0.044 |